# 1
ORCA calculation (the ωB97M-V functional and the def2-TZVPD basis) on 2 unconnected molecules or ions with the total composition C18H36BN2O4S in a non-equilibrium geometry.

Each line ends with the natural charge from an NBO analysis.
Positions of all 62 atoms, in Å:
1 H -0.836 -2.417 -3.888  0.487
2 H 2.234 1.506 0.787  0.239
3 H 2.814 -2.034 -6.516  0.231
4 H -1.905 -2.716 0.784  0.221
5 H -4.432 2.496 6.332  0.222
6 C 0.419 0.108 -0.889  0.568
7 H 0.194 0.640 1.315  0.252
8 C -4.242 3.070 5.420  -0.408
9 H -1.228 -0.500 -2.090  0.461
10 N 1.212 -0.814 -5.698  -0.699
11 H 2.476 -2.361 -4.749  0.175
12 H 2.335 2.411 -0.872  0.234
13 N -0.227 -0.354 -1.949  -0.506
14 H 1.928 -2.442 2.656  0.234
15 H -2.381 0.009 1.338  0.297
16 H 4.220 -1.033 0.179  0.213
17 H 0.235 -3.479 1.529  0.229
18 H 1.222 -1.665 -2.577  0.217
19 H -2.134 3.284 5.948  0.233
20 C 2.087 0.280 -2.698  -0.383
21 H -2.272 -0.738 -0.299  0.194
22 O 4.810 0.285 -1.097  -0.552
23 O -0.886 -1.734 -4.590  -0.898
24 H -1.650 -1.917 2.399  0.225
25 C -2.432 1.619 4.578  -0.679
26 H -0.906 1.480 0.155  0.270
27 H -5.967 2.104 4.466  0.266
28 C 2.537 -1.543 -5.542  -0.430
29 C -2.749 3.029 5.084  -0.401
30 H 1.127 -1.422 -7.734  0.203
31 H -4.592 4.090 5.584  0.236
32 H 0.443 -2.652 -6.593  0.189
33 H 3.316 -0.758 -5.277  0.217
34 H -2.152 0.954 5.396  0.255
35 C -4.950 2.419 4.238  -0.674
36 H -4.947 3.077 3.366  0.241
37 C 2.011 0.204 -1.083  -0.284
38 C -1.298 -1.917 1.328  -0.415
39 H 1.900 1.353 -2.990  0.232
40 C 1.186 -1.664 2.326  -0.624
41 C 4.757 -0.076 0.461  -0.216
42 O -3.786 0.911 2.413  -0.968
43 C 0.479 -1.544 -6.802  -0.428
44 H 1.713 -0.776 1.841  0.184
45 H 5.863 -0.276 0.470  0.241
46 H 0.506 -1.306 3.158  0.218
47 C 4.225 1.335 -0.230  0.104
48 S -3.946 0.996 3.851  2.171
49 H -1.646 1.629 3.823  0.237
50 C -0.444 0.462 0.404  -0.508
51 C 0.840 -0.651 -2.969  -0.408
52 C -1.655 -0.529 0.638  -0.442
53 O -4.408 -0.120 4.638  -0.924
54 H -0.521 -1.086 -7.046  0.227
55 H 2.329 -0.797 -0.632  0.266
56 H 3.046 -0.188 -3.055  0.275
57 C 2.548 1.464 -0.294  -0.446
58 H -2.532 3.760 4.300  0.208
59 C 0.217 -2.373 1.244  -0.413
60 B 0.396 -1.053 -4.475  1.116
61 H 4.840 2.305 -0.009  0.240
62 H 0.657 -2.349 0.190  0.177

Calculated values
2S+1 ... 1
Gap between HOMO and LUMO ... 8.77 eV
Energy above the lowest of the compared OMol25 structures with the same formula, charge and spin ... 99.34 kcal/mol
Net charge ... +1

---

# 2
ORCA calculation (the ωB97M-V functional and the def2-TZVPD basis) on a molecular structure, C25H21BeBr2N6SeSi.

Each line ends with the natural charge from an NBO analysis.
Positions of all 57 atoms, in Å:
1 C 3.046 0.290 -1.148  0.195
2 Be 0.290 0.396 -0.292  1.466
3 C 0.670 -0.621 2.297  0.076
4 C -3.056 1.426 -0.753  -1.099
5 H -2.779 -1.447 -3.951  0.244
6 C 4.237 -0.153 -1.696  -0.249
7 C 4.215 -1.291 -2.484  -0.031
8 H 2.391 4.275 2.239  0.253
9 C -0.838 -1.641 0.901  0.257
10 H 0.772 -1.313 4.316  0.243
11 H 4.927 2.279 -0.581  0.243
12 H -1.047 -3.007 3.976  0.252
13 C 2.961 1.459 -0.248  0.183
14 C -1.404 -1.677 -0.433  0.158
15 H -0.283 4.158 0.099  0.217
16 H 0.625 2.620 1.690  0.233
17 H -3.845 2.114 -0.438  0.237
18 Se -4.153 -5.156 1.607  0.992
19 H -2.038 4.314 0.031  0.232
20 N 1.871 -0.321 -1.344  -0.554
21 H 5.167 0.360 -1.506  0.244
22 C 1.878 -1.427 -2.095  0.087
23 H 2.957 -2.847 -3.281  0.252
24 H -0.929 0.014 -3.170  0.220
25 H -1.121 1.992 2.660  0.210
26 H 1.440 0.127 2.420  0.217
27 C 1.599 2.562 1.223  0.079
28 C 0.288 -1.430 3.357  -0.234
29 C -2.409 -1.540 -2.940  -0.231
30 C -2.958 -2.459 -2.064  -0.107
31 N -2.873 -4.258 2.447  -0.591
32 H 0.932 -1.925 -2.237  0.215
33 C 3.994 2.360 -0.045  -0.250
34 H -3.768 -3.113 -2.358  0.251
35 C -1.293 -2.478 1.915  -0.097
36 C -2.451 -2.531 -0.771  -0.096
37 C 3.793 3.386 0.862  -0.037
38 C -0.711 -2.366 3.172  -0.096
39 Br 5.154 4.628 1.187  0.148
40 Br 5.793 -1.935 -3.254  0.151
41 N 1.778 1.559 0.360  -0.561
42 C -1.915 1.792 1.937  -1.096
43 N -0.865 -0.795 -1.283  -0.574
44 H -1.131 3.849 -1.409  0.234
45 C -1.190 3.722 -0.325  -1.097
46 C -1.372 -0.723 -2.511  0.072
47 C 3.014 -1.950 -2.683  -0.269
48 H -2.306 0.794 2.160  0.220
49 C -2.945 -3.436 0.265  0.174
50 Si -1.429 1.894 0.096  0.745
51 N -3.905 -4.300 0.071  -0.606
52 H -2.996 1.487 -1.842  0.224
53 N 0.117 -0.709 1.088  -0.643
54 C 2.579 3.488 1.523  -0.260
55 H -3.386 0.416 -0.492  0.214
56 C -2.370 -3.412 1.588  0.102
57 H -2.721 2.503 2.143  0.237

Calculated values
2S+1 ... 1
Gap between HOMO and LUMO ... 6.22 eV
Energy above the lowest of the compared OMol25 structures with the same formula, charge and spin ... 19.96 kcal/mol
Net charge ... +1

---

# 3
ORCA calculation (the ωB97M-V functional and the def2-TZVPD basis) on a molecular structure, C18H24N8O2RhS2 in a non-equilibrium geometry.

Each line ends with the natural charge from an NBO analysis.
Positions of all 55 atoms, in Å:
1 H 4.951 -0.413 3.373  0.433
2 H 3.024 3.109 -1.103  0.223
3 C -0.831 -4.064 0.301  -0.263
4 H -3.410 2.801 -0.012  0.451
5 C 2.220 -1.800 2.591  -0.043
6 H 1.416 -2.514 2.548  0.254
7 C 3.300 0.018 2.134  0.311
8 C 3.355 -1.819 3.338  -0.060
9 C -4.027 0.925 0.147  0.684
10 N 0.519 1.051 -1.549  -0.720
11 S 2.242 -1.790 -1.007  -0.100
12 H -0.851 2.382 -3.127  0.219
13 N -4.450 -0.186 -0.465  -0.769
14 H 2.688 -4.598 -1.185  0.222
15 C -4.110 2.273 -1.923  -0.229
16 C -2.879 1.864 -2.747  -0.410
17 N 4.394 2.274 1.709  -0.484
18 N -3.981 2.089 -0.482  -0.571
19 O -1.299 3.187 0.546  -0.715
20 H 4.814 4.125 0.698  0.242
21 C -1.512 2.384 -2.256  -0.437
22 C 3.583 1.241 1.411  0.322
23 H -4.304 3.335 -2.068  0.232
24 H -3.197 1.670 1.830  0.435
25 C 3.368 2.679 -0.179  -0.069
26 H 1.250 -6.545 -0.679  0.219
27 H -1.406 0.619 -1.004  0.238
28 S -0.559 -1.329 0.369  -0.153
29 H -2.829 0.777 -2.857  0.200
30 H -3.053 2.254 -3.752  0.234
31 H -1.020 -6.195 0.258  0.218
32 C -0.831 1.531 -1.171  -0.191
33 C 0.888 -5.544 -0.490  -0.217
34 H 0.508 0.486 -2.395  0.411
35 C -0.018 -2.969 0.018  -0.103
36 O 0.119 1.546 1.018  -0.710
37 C -0.655 2.178 0.233  0.769
38 N -3.680 0.873 1.436  -0.758
39 H -5.004 1.754 -2.276  0.208
40 H -1.587 3.421 -1.923  0.242
41 H -3.473 -0.021 1.852  0.422
42 H 3.742 -2.544 4.030  0.242
43 N 2.186 -0.636 1.869  -0.381
44 C 1.697 -4.457 -0.772  -0.207
45 H -4.313 -1.080 -0.026  0.426
46 H -1.813 -3.905 0.731  0.205
47 C -0.383 -5.348 0.041  -0.217
48 N 4.035 -0.657 3.036  -0.480
49 H -4.654 -0.179 -1.448  0.420
50 H 4.948 2.389 2.541  0.435
51 Rh 1.310 0.005 0.118  0.735
52 C 4.267 3.199 0.700  -0.053
53 C 1.240 -3.160 -0.538  -0.241
54 N 2.949 1.454 0.276  -0.450
55 H 1.113 1.857 -1.716  0.382

Calculated values
2S+1 ... 1
Gap between HOMO and LUMO ... 6.94 eV
Energy above the lowest of the compared OMol25 structures with the same formula, charge and spin ... 2.31 kcal/mol
Net charge ... +1

---

What did the first record say?
ORCA calculation (the ωB97M-V functional and the def2-TZVPD basis) on 2 unconnected molecules or ions with the total composition C18H36BN2O4S in a non-equilibrium geometry.

Each line ends with the natural charge from an NBO analysis.
Positions of all 62 atoms, in Å:
1 H -0.836 -2.417 -3.888  0.487
2 H 2.234 1.506 0.787  0.239
3 H 2.814 -2.034 -6.516  0.231
4 H -1.905 -2.716 0.784  0.221
5 H -4.432 2.496 6.332  0.222
6 C 0.419 0.108 -0.889  0.568
7 H 0.194 0.640 1.315  0.252
8 C -4.242 3.070 5.420  -0.408
9 H -1.228 -0.500 -2.090  0.461
10 N 1.212 -0.814 -5.698  -0.699
11 H 2.476 -2.361 -4.749  0.175
12 H 2.335 2.411 -0.872  0.234
13 N -0.227 -0.354 -1.949  -0.506
14 H 1.928 -2.442 2.656  0.234
15 H -2.381 0.009 1.338  0.297
16 H 4.220 -1.033 0.179  0.213
17 H 0.235 -3.479 1.529  0.229
18 H 1.222 -1.665 -2.577  0.217
19 H -2.134 3.284 5.948  0.233
20 C 2.087 0.280 -2.698  -0.383
21 H -2.272 -0.738 -0.299  0.194
22 O 4.810 0.285 -1.097  -0.552
23 O -0.886 -1.734 -4.590  -0.898
24 H -1.650 -1.917 2.399  0.225
25 C -2.432 1.619 4.578  -0.679
26 H -0.906 1.480 0.155  0.270
27 H -5.967 2.104 4.466  0.266
28 C 2.537 -1.543 -5.542  -0.430
29 C -2.749 3.029 5.084  -0.401
30 H 1.127 -1.422 -7.734  0.203
31 H -4.592 4.090 5.584  0.236
32 H 0.443 -2.652 -6.593  0.189
33 H 3.316 -0.758 -5.277  0.217
34 H -2.152 0.954 5.396  0.255
35 C -4.950 2.419 4.238  -0.674
36 H -4.947 3.077 3.366  0.241
37 C 2.011 0.204 -1.083  -0.284
38 C -1.298 -1.917 1.328  -0.415
39 H 1.900 1.353 -2.990  0.232
40 C 1.186 -1.664 2.326  -0.624
41 C 4.757 -0.076 0.461  -0.216
42 O -3.786 0.911 2.413  -0.968
43 C 0.479 -1.544 -6.802  -0.428
44 H 1.713 -0.776 1.841  0.184
45 H 5.863 -0.276 0.470  0.241
46 H 0.506 -1.306 3.158  0.218
47 C 4.225 1.335 -0.230  0.104
48 S -3.946 0.996 3.851  2.171
49 H -1.646 1.629 3.823  0.237
50 C -0.444 0.462 0.404  -0.508
51 C 0.840 -0.651 -2.969  -0.408
52 C -1.655 -0.529 0.638  -0.442
53 O -4.408 -0.120 4.638  -0.924
54 H -0.521 -1.086 -7.046  0.227
55 H 2.329 -0.797 -0.632  0.266
56 H 3.046 -0.188 -3.055  0.275
57 C 2.548 1.464 -0.294  -0.446
58 H -2.532 3.760 4.300  0.208
59 C 0.217 -2.373 1.244  -0.413
60 B 0.396 -1.053 -4.475  1.116
61 H 4.840 2.305 -0.009  0.240
62 H 0.657 -2.349 0.190  0.177

Calculated values
2S+1 ... 1
Gap between HOMO and LUMO ... 8.77 eV
Energy above the lowest of the compared OMol25 structures with the same formula, charge and spin ... 99.34 kcal/mol
Net charge ... +1

---

> What is the energy above the lowest of the compared OMol25 structures with the same formula, charge and spin in the second record?

19.96 kcal/mol

---

> Which formula does entry 3 have?

C18H24N8O2RhS2